No. 1
This record from OMol25 describes C55H44Cl2CrF2NO4S as an isolated structure. The level of theory is the ωB97M-V functional and the def2-TZVPD basis.

Element x y z (Å)
Cr: 0.134 -0.271 0.297
Cl: 1.157 -2.366 0.946
C: 2.866 -2.125 1.242
C: 3.544 -3.210 1.763
C: 4.900 -3.102 2.031
C: 5.537 -1.899 1.764
C: 4.827 -0.836 1.240
Cl: 5.717 0.634 0.936
C: 3.448 -0.878 0.947
S: 2.599 0.466 0.279
H: 3.006 -4.128 1.953
H: 5.449 -3.939 2.440
H: 6.593 -1.774 1.960
C: -4.436 2.362 3.886
C: -3.289 3.152 3.254
C: -3.398 4.628 3.582
O: -3.291 2.981 1.850
C: -2.406 1.899 1.484
C: -1.792 1.513 2.874
O: -2.031 2.672 3.682
C: -0.396 0.886 3.166
O: -0.076 -0.011 2.180
C: 0.691 1.953 3.430
C: 1.153 2.269 4.706
C: 2.163 3.203 4.892
C: 2.739 3.836 3.799
C: 2.296 3.519 2.525
C: 1.285 2.587 2.347
C: -0.557 0.052 4.462
C: 0.151 -1.141 4.559
C: 0.069 -1.930 5.697
C: -0.734 -1.546 6.762
C: -1.451 -0.362 6.674
C: -1.360 0.430 5.537
C: -1.685 2.255 0.132
O: -0.627 1.429 -0.156
C: -1.154 3.694 0.000
C: -0.779 4.473 1.087
C: -0.196 5.721 0.911
C: 0.025 6.216 -0.366
C: -0.339 5.446 -1.462
C: -0.923 4.202 -1.276
C: -2.818 2.109 -0.913
C: -2.802 1.072 -1.829
C: -3.822 0.912 -2.761
C: -4.877 1.807 -2.798
C: -4.900 2.862 -1.890
C: -3.885 3.011 -0.960
H: -5.387 2.761 3.531
H: -4.398 2.447 4.973
H: -4.392 1.309 3.613
H: -4.346 5.015 3.208
H: -2.584 5.177 3.118
H: -3.360 4.769 4.663
H: -3.030 1.041 1.212
H: -2.485 0.735 3.218
H: 0.732 1.780 5.575
H: 2.508 3.425 5.896
H: 3.536 4.557 3.940
H: 2.741 3.987 1.655
H: 0.952 2.338 1.352
H: 0.755 -1.440 3.713
H: 0.630 -2.856 5.747
H: -0.806 -2.166 7.649
H: -2.087 -0.048 7.494
H: -1.911 1.360 5.488
H: -0.921 4.099 2.088
H: 0.106 6.293 1.781
H: 0.488 7.186 -0.506
H: -0.164 5.808 -2.468
H: -1.193 3.607 -2.141
H: -1.991 0.359 -1.801
H: -3.782 0.073 -3.446
H: -5.674 1.689 -3.523
H: -5.715 3.577 -1.907
H: -3.916 3.839 -0.266
F: -4.668 -2.209 1.807
C: -3.727 -2.080 0.816
C: -2.510 -1.493 1.091
C: -1.557 -1.360 0.085
C: -1.790 -1.880 -1.213
C: -3.066 -2.420 -1.421
F: -3.441 -2.843 -2.672
C: -4.037 -2.536 -0.448
C: -0.749 -1.787 -2.217
C: -0.639 -2.614 -3.329
C: 0.577 -2.924 -3.915
C: 1.722 -2.539 -3.165
C: 1.645 -1.695 -2.116
N: 0.419 -0.941 -1.855
H: -2.294 -1.147 2.095
H: -5.002 -2.961 -0.683
H: -1.534 -3.114 -3.674
H: 0.646 -3.592 -4.762
H: 2.691 -2.986 -3.372
H: 2.491 -1.437 -1.500
C: 0.468 0.360 -2.607
C: 0.544 0.293 -4.109
C: 1.766 0.264 -4.775
C: 1.818 0.204 -6.159
C: 0.644 0.186 -6.900
C: -0.580 0.253 -6.249
C: -0.625 0.315 -4.864
H: -0.417 0.931 -2.325
H: 1.333 0.899 -2.213
H: 2.679 0.270 -4.192
H: 2.778 0.164 -6.661
H: 0.684 0.132 -7.983
H: -1.502 0.252 -6.818
H: -1.578 0.359 -4.350

expectation value of S²: 3.7917
F_max: 0.74 eV/A
total charge: -2
relative energy (zero: lowest compared OMol25 entry of this formula, charge and spin): 0.488 eV
E_tot: -5040.82443 hartree
spin multiplicity: 4

---

No. 2
This record from OMol25 describes C55H44O2P2S2W as an isolated structure. The level of theory is the ωB97M-V functional and the def2-TZVPD basis.

Element x y z (Å)
W: -0.358 -0.238 -0.452
O: 1.427 0.472 0.544
S: 2.091 -0.325 -0.607
C: 3.240 0.684 -1.396
C: 4.603 0.387 -1.294
C: 5.581 1.121 -1.956
C: 5.173 2.167 -2.754
C: 5.965 3.109 -3.606
C: 4.922 4.073 -4.217
C: 3.610 3.637 -3.632
C: 2.343 4.151 -3.772
C: 1.317 3.549 -3.043
C: 1.497 2.445 -2.202
P: -0.012 2.014 -1.340
C: -1.137 1.446 -2.610
C: -0.740 0.245 -3.229
C: -1.553 -0.345 -4.197
C: -2.742 0.271 -4.553
C: -3.133 1.463 -3.940
C: -2.351 2.043 -2.955
C: -0.639 3.321 -0.316
C: -1.856 3.112 0.346
C: -2.358 4.095 1.179
C: -1.645 5.276 1.366
C: -0.425 5.471 0.732
C: 0.089 4.494 -0.107
C: 2.781 1.844 -2.112
C: 3.805 2.510 -2.810
C: 2.826 -1.764 0.060
C: 3.721 -2.475 -0.732
C: 4.547 -3.471 -0.202
C: 4.509 -3.679 1.159
C: 5.329 -4.575 2.042
C: 4.742 -4.388 3.463
C: 3.607 -3.417 3.289
C: 2.687 -2.926 4.177
C: 1.646 -2.129 3.670
C: 1.559 -1.734 2.341
P: -0.084 -1.313 1.776
C: -1.017 -0.435 3.015
C: -0.407 0.640 3.669
C: -1.139 1.392 4.573
C: -2.472 1.081 4.819
C: -3.082 0.020 4.159
C: -2.360 -0.740 3.253
C: -0.833 -2.876 1.284
C: -0.752 -3.162 -0.082
C: -1.209 -4.362 -0.607
C: -1.760 -5.297 0.261
C: -1.847 -5.029 1.624
C: -1.383 -3.828 2.141
C: 2.598 -2.105 1.433
C: 3.543 -3.011 1.937
H: 4.924 -0.437 -0.674
H: 6.623 0.856 -1.840
H: 6.525 2.559 -4.365
H: 6.707 3.631 -2.999
H: 4.891 4.010 -5.306
H: 5.129 5.116 -3.972
H: 2.129 5.006 -4.398
H: 0.326 3.986 -3.126
H: 0.268 -0.149 -3.096
H: -1.233 -1.249 -4.699
H: -3.358 -0.155 -5.334
H: -4.048 1.949 -4.254
H: -2.662 2.964 -2.477
H: -2.410 2.189 0.217
H: -3.302 3.944 1.685
H: -2.042 6.046 2.014
H: 0.127 6.388 0.891
H: 1.042 4.652 -0.593
H: 3.821 -2.228 -1.783
H: 5.227 -4.008 -0.849
H: 6.382 -4.292 1.989
H: 5.273 -5.610 1.699
H: 5.481 -3.991 4.161
H: 4.385 -5.326 3.889
H: 2.701 -3.187 5.227
H: 0.851 -1.847 4.352
H: 0.635 0.877 3.490
H: -0.668 2.212 5.097
H: -3.033 1.660 5.539
H: -4.114 -0.227 4.370
H: -2.833 -1.582 2.763
H: -0.284 -2.461 -0.805
H: -1.122 -4.577 -1.664
H: -2.113 -6.246 -0.122
H: -2.267 -5.772 2.290
H: -1.441 -3.642 3.207
C: -3.990 -1.939 -1.728
S: -3.504 -1.393 -0.104
O: -2.302 -0.398 -0.469
C: -4.814 -0.323 0.346
C: -5.692 -0.829 1.299
C: -6.804 -0.071 1.639
C: -7.001 1.170 1.050
C: -6.102 1.664 0.106
C: -5.002 0.914 -0.267
H: -4.277 -1.080 -2.331
H: -4.840 -2.606 -1.571
H: -3.160 -2.493 -2.164
H: -5.521 -1.792 1.768
H: -7.510 -0.447 2.367
H: -7.867 1.759 1.322
H: -6.278 2.629 -0.351
H: -4.318 1.270 -1.028

expectation value of S²: 2.0300
F_max: 0.86 eV/A
total charge: +4
relative energy (zero: lowest compared OMol25 entry of this formula, charge and spin): 0.000 eV
E_tot: -3817.52385 hartree
spin multiplicity: 3

---

No. 3
This record from OMol25 describes C55H45As2BrIN5O3Y as an isolated structure at a distorted geometry. The level of theory is the ωB97M-V functional and the def2-TZVPD basis.

Element x y z (Å)
Y: -0.177 -0.640 -0.986
C: 3.235 1.792 -2.671
C: 3.481 0.315 -2.629
N: 4.719 -0.130 -2.683
C: 4.948 -1.455 -2.649
C: 3.947 -2.392 -2.578
C: 4.277 -3.863 -2.531
O: 3.628 -4.540 -1.456
C: 2.614 -1.938 -2.494
C: 1.550 -2.938 -2.438
N: 0.389 -2.810 -1.899
C: -0.432 -3.977 -1.847
C: 0.136 -5.252 -1.770
C: -0.647 -6.391 -1.741
C: -2.030 -6.291 -1.767
C: -2.619 -5.038 -1.776
C: -1.823 -3.902 -1.795
I: -2.860 -2.072 -1.675
C: 2.368 -0.561 -2.503
O: 1.148 -0.075 -2.408
H: 4.186 2.318 -2.635
H: 2.603 2.111 -1.839
H: 2.706 2.064 -3.588
H: 5.988 -1.760 -2.684
H: 5.360 -3.988 -2.479
H: 3.941 -4.363 -3.441
H: 4.045 -4.282 -0.627
H: 1.793 -3.881 -2.920
H: 1.212 -5.348 -1.688
H: -0.171 -7.361 -1.680
H: -2.651 -7.176 -1.752
H: -3.696 -4.938 -1.755
C: -2.431 2.597 -1.625
C: -1.731 2.988 -0.324
As: -0.767 1.557 0.646
C: -2.192 0.983 1.839
C: -1.988 0.866 3.207
C: -3.010 0.407 4.029
C: -4.235 0.051 3.485
C: -4.441 0.155 2.115
C: -3.421 0.616 1.297
C: 0.279 2.685 1.819
C: 1.653 2.492 1.907
C: 2.424 3.322 2.713
C: 1.820 4.347 3.427
C: 0.444 4.536 3.346
C: -0.327 3.704 2.549
As: -1.498 1.331 -2.839
C: -2.929 1.240 -4.163
C: -3.338 0.021 -4.691
C: -4.368 -0.033 -5.624
C: -4.988 1.135 -6.039
C: -4.561 2.359 -5.538
C: -3.534 2.413 -4.610
C: -0.332 2.554 -3.802
C: 0.293 3.624 -3.172
C: 1.124 4.474 -3.891
C: 1.352 4.245 -5.239
C: 0.746 3.165 -5.869
C: -0.094 2.324 -5.154
H: -2.654 3.497 -2.193
H: -3.388 2.115 -1.419
H: -2.457 3.403 0.374
H: -0.987 3.761 -0.503
H: -1.034 1.130 3.638
H: -2.842 0.329 5.096
H: -5.031 -0.305 4.127
H: -5.395 -0.121 1.684
H: -3.596 0.692 0.229
H: 2.126 1.699 1.343
H: 3.495 3.172 2.777
H: 2.418 4.997 4.053
H: -0.029 5.329 3.912
H: -1.399 3.848 2.503
H: -2.844 -0.894 -4.396
H: -4.678 -0.989 -6.027
H: -5.794 1.095 -6.760
H: -5.023 3.276 -5.880
H: -3.191 3.376 -4.256
H: 0.143 3.805 -2.118
H: 1.598 5.311 -3.393
H: 2.000 4.906 -5.801
H: 0.921 2.983 -6.922
H: -0.574 1.492 -5.654
Br: -1.856 2.501 7.481
C: -0.718 1.031 7.124
C: -0.883 -0.154 7.821
C: -0.039 -1.222 7.551
C: 0.917 -1.120 6.552
C: 1.087 0.084 5.876
C: 0.281 1.168 6.172
N: 1.840 -2.207 6.370
N: 2.066 -2.681 5.249
C: 1.266 -2.319 4.113
C: -0.087 -2.529 4.087
C: -0.837 -2.308 2.920
C: -0.247 -1.829 1.772
O: -0.919 -1.560 0.666
C: 1.156 -1.571 1.796
N: 1.716 -1.012 0.672
C: 3.005 -0.747 0.683
C: 3.844 -1.027 1.774
C: 3.306 -1.581 2.901
C: 1.921 -1.855 2.948
H: -1.646 -0.237 8.582
H: -0.129 -2.146 8.108
H: 1.875 0.188 5.139
H: 0.428 2.112 5.668
H: -0.581 -2.892 4.980
H: -1.905 -2.488 2.907
H: 3.423 -0.300 -0.211
H: 4.898 -0.794 1.706
H: 3.918 -1.811 3.765

F_max: 2.22 eV/A
total charge: +1
relative energy (zero: lowest compared OMol25 entry of this formula, charge and spin): 0.595 eV
E_tot: -10003.87885 hartree
spin multiplicity: 1

---

No. 4
This record from OMol25 describes C55H46CrF9O3 as an isolated structure at a distorted geometry. The level of theory is the ωB97M-V functional and the def2-TZVPD basis.

Element x y z (Å)
Cr: -8.324 2.738 17.378
O: -7.290 5.115 20.213
C: -7.664 4.259 19.271
O: -8.882 4.036 18.997
O: -6.832 3.537 18.634
H: -8.207 5.427 20.428
F: -8.145 0.999 18.910
C: -8.027 -0.111 19.721
C: -7.139 -0.047 20.770
C: -6.918 -1.179 21.552
C: -7.642 -2.330 21.292
C: -8.568 -2.366 20.253
C: -8.812 -1.232 19.490
H: -6.669 0.913 20.946
H: -6.320 -1.030 22.441
H: -7.536 -3.167 21.970
H: -9.035 -3.327 20.088
H: -9.519 -1.254 18.670
F: -4.403 3.537 25.276
C: -4.253 3.600 23.956
C: -5.312 3.169 23.122
C: -5.228 3.305 21.755
C: -4.021 3.777 21.214
C: -2.999 4.236 22.002
C: -3.138 4.136 23.383
H: -6.222 2.868 23.631
H: -5.964 3.013 21.021
H: -3.961 3.874 20.135
H: -2.142 4.712 21.546
H: -2.294 4.304 24.049
F: -9.743 6.097 21.182
C: -10.984 6.349 21.666
C: -11.983 5.409 21.509
C: -13.255 5.714 21.980
C: -13.506 6.940 22.591
C: -12.464 7.871 22.747
C: -11.221 7.569 22.266
H: -11.715 4.484 21.014
H: -14.095 5.036 21.921
H: -14.489 7.168 22.977
H: -12.686 8.742 23.350
H: -10.387 8.242 22.437
F: -2.693 -2.760 17.329
C: -3.262 -1.673 17.862
C: -3.829 -0.775 16.975
C: -4.410 0.374 17.509
C: -4.540 0.556 18.877
C: -3.978 -0.391 19.741
C: -3.299 -1.485 19.226
H: -3.607 -0.971 15.935
H: -4.948 1.034 16.836
H: -5.056 1.435 19.238
H: -3.970 -0.232 20.810
H: -2.778 -2.175 19.877
F: -10.339 4.589 23.967
C: -9.310 4.636 24.833
C: -8.106 5.157 24.399
C: -6.986 5.140 25.220
C: -7.180 4.693 26.523
C: -8.377 4.166 26.982
C: -9.461 4.113 26.106
H: -7.982 5.502 23.377
H: -6.018 5.519 24.935
H: -6.352 4.739 27.223
H: -8.448 3.810 27.999
H: -10.414 3.699 26.408
F: -8.001 4.486 16.151
C: -7.504 5.716 15.737
C: -8.375 6.743 15.442
C: -7.797 7.898 14.926
C: -6.429 8.030 14.755
C: -5.562 6.986 15.109
C: -6.142 5.828 15.588
H: -9.452 6.683 15.502
H: -8.383 8.777 14.687
H: -5.952 8.930 14.392
H: -4.503 7.169 15.010
H: -5.556 4.941 15.811
F: -8.315 7.540 18.879
C: -8.892 8.755 19.096
C: -10.261 8.802 19.240
C: -10.821 10.001 19.681
C: -10.011 11.085 20.020
C: -8.636 11.000 19.853
C: -8.074 9.822 19.375
H: -10.858 7.902 19.183
H: -11.882 10.040 19.892
H: -10.420 11.999 20.429
H: -8.004 11.838 20.110
H: -7.011 9.719 19.196
F: -10.343 3.797 16.543
C: -11.604 4.026 17.052
C: -12.002 5.307 17.296
C: -13.285 5.526 17.805
C: -14.131 4.459 18.074
C: -13.699 3.166 17.777
C: -12.429 2.936 17.312
H: -11.332 6.133 17.094
H: -13.629 6.522 18.051
H: -15.126 4.685 18.429
H: -14.329 2.319 18.018
H: -12.067 1.934 17.114
F: -6.953 10.429 24.352
C: -6.477 9.433 23.611
C: -5.280 8.828 24.016
C: -4.814 7.696 23.362
C: -5.590 7.174 22.329
C: -6.753 7.770 21.907
C: -7.152 8.963 22.510
H: -4.739 9.177 24.886
H: -3.850 7.261 23.579
H: -5.269 6.328 21.727
H: -7.277 7.391 21.046
H: -8.051 9.512 22.247

expectation value of S²: 6.0262
F_max: 2.91 eV/A
total charge: +1
relative energy (zero: lowest compared OMol25 entry of this formula, charge and spin): 1.345 eV
E_tot: -4292.17162 hartree
spin multiplicity: 5

---

> What is the F_max in the fourth record?

2.91 eV/A